{
  "formula": "C4H6FNS",
  "method": "wB97M-V/def2-TZVPD",
  "e_lumo_ev": 0.42,
  "de_lowest_kcal_mol": 30.9,
  "spin_multiplicity": 1,
  "smiles": "CN(C=S)/C=C\\F",
  "homo_energy_ha": -0.316,
  "elements": ["C", "N", "C", "S", "C", "C", "F", "H", "H", "H", "H", "H", "H"],
  "xyz": [[-1.238478, -0.426964, 0.377679], [-0.095234, 0.439894, 0.166520], [-0.281641, 1.781028, 0.388734], [-1.606805, 2.541470, 0.951782], [1.090873, -0.082807, -0.353677], [1.383808, -1.322728, -0.694193], [0.583319, -2.387628, -0.413091], [-2.140048, 0.248059, 0.391193], [-1.311240, -1.108227, -0.541068], [-1.152841, -1.056962, 1.358900], [0.620812, 2.320191, 0.181179], [1.866950, 0.634957, -0.638333], [2.280525, -1.580283, -1.175624]],
  "forces_ev_per_angstrom": [[-0.9764, -1.4886, -0.2629], [-0.6297, 0.5465, 0.5230], [0.5055, -0.9823, 0.0627], [0.0726, 0.0702, -0.0594], [0.2049, 1.0516, -0.5116], [-1.2636, -0.4554, 0.8954], [0.4185, 0.2130, -0.2515], [0.9050, -0.9741, 0.2504], [-0.0454, 0.7898, 1.5758], [-0.1775, 1.1946, -1.8524], [0.4612, 0.4522, -0.1931], [-0.4372, -0.0405, 0.2575], [0.9620, -0.3770, -0.4339]],
  "mulliken_charge": [-0.827, 0.086, 0.012, -0.352, -0.088, -0.175, -0.237, 0.280, 0.311, 0.246, 0.203, 0.169, 0.372]
}

{
  "formula": "C25H29N5OS",
  "method": "wB97M-V/def2-TZVPD",
  "e_lumo_ev": 0.27,
  "de_lowest_kcal_mol": 11.2,
  "spin_multiplicity": 1,
  "smiles": "Cc1cc(N2CCOCC2)nc2ccc(NC(=S)N3CCN(c4ccccc4)CC3)cc12",
  "homo_energy_ha": -0.275,
  "elements": ["C", "C", "C", "C", "N", "C", "C", "O", "C", "C", "N", "C", "C", "C", "C", "N", "C", "S", "N", "C", "C", "N", "C", "C", "C", "C", "C", "C", "C", "C", "C", "C", "H", "H", "H", "H", "H", "H", "H", "H", "H", "H", "H", "H", "H", "H", "H", "H", "H", "H", "H", "H", "H", "H", "H", "H", "H", "H", "H", "H", "H"],
  "xyz": [[1.471006, 3.564989, 3.178813], [2.158584, 2.614028, 2.249142], [3.405859, 2.887665, 1.767423], [4.047940, 1.976499, 0.881776], [5.302183, 2.211718, 0.413894], [6.039050, 3.423553, 0.700464], [7.466690, 3.280041, 0.176301], [7.520440, 3.064846, -1.215350], [6.476767, 2.237110, -1.705968], [5.862022, 1.364342, -0.617747], [3.466363, 0.859594, 0.488805], [2.238523, 0.565120, 0.947003], [1.646006, -0.645441, 0.531130], [0.404217, -1.009182, 0.966109], [-0.318112, -0.169468, 1.836676], [-1.581325, -0.521804, 2.327798], [-2.443844, -1.494736, 1.911080], [-3.400618, -2.211041, 3.062721], [-2.497899, -1.819614, 0.596035], [-3.343392, -2.917013, 0.169112], [-4.709813, -2.377804, -0.274275], [-4.570979, -1.398022, -1.328545], [-4.572543, -1.781746, -2.665611], [-4.647680, -0.804763, -3.665733], [-4.709082, -1.151108, -4.999498], [-4.709242, -2.481582, -5.384621], [-4.651842, -3.458544, -4.407806], [-4.580713, -3.120149, -3.069177], [-3.725976, -0.311750, -0.891110], [-2.340199, -0.828661, -0.450583], [0.246238, 1.011437, 2.270720], [1.522024, 1.404566, 1.842070], [1.252102, 3.076523, 4.127441], [0.530465, 3.906324, 2.748334], [2.098274, 4.431496, 3.372588], [3.899823, 3.802277, 2.053777], [5.564098, 4.294879, 0.225380], [6.081411, 3.594207, 1.781252], [7.966303, 2.457682, 0.709974], [8.028068, 4.199499, 0.359430], [6.909627, 1.619332, -2.497608], [5.693172, 2.871156, -2.146676], [5.052804, 0.753197, -1.019086], [6.623544, 0.698143, -0.194502], [2.212930, -1.283736, -0.127828], [-0.023743, -1.953352, 0.667634], [-1.767047, -0.226525, 3.278110], [-3.459473, -3.616567, 0.997153], [-2.841932, -3.414192, -0.667238], [-5.368624, -3.184276, -0.590812], [-5.174119, -1.879304, 0.584012], [-4.683753, 0.240122, -3.396693], [-4.768373, -0.372317, -5.746135], [-4.759431, -2.750683, -6.428455], [-4.653620, -4.502537, -4.686724], [-4.524951, -3.916224, -2.343383], [-3.591430, 0.419233, -1.685775], [-4.207926, 0.179697, -0.037721], [-1.731709, 0.005079, -0.105221], [-1.841795, -1.301569, -1.303860], [-0.306263, 1.635278, 2.957579]],
  "forces_ev_per_angstrom": [[0.0716, -0.0347, -0.0505], [0.2416, 0.0378, -0.1104], [-0.2119, 0.0456, 0.1122], [-0.3393, -0.5275, -0.0715], [0.2503, 0.1012, -0.0562], [0.1300, 0.2181, -0.0181], [-0.0321, 0.0709, 0.2758], [0.0661, 0.0786, -0.0548], [-0.2227, -0.2138, -0.0705], [0.1972, -0.0490, -0.3451], [0.4636, 0.1976, -0.0834], [-0.4152, 0.2877, 0.3741], [-0.1782, 0.0064, 0.0878], [0.1299, -0.0263, 0.0240], [0.4393, 0.3838, -0.0646], [-0.2135, 0.2530, 0.0995], [-0.1619, -0.1286, 0.1576], [-0.2916, -0.1910, 0.4561], [0.2203, 0.1047, 0.3050], [-0.4120, -0.4036, -0.0417], [0.1608, -0.2204, 0.1365], [-0.2519, 0.1015, 0.1654], [-0.0817, -0.0592, -0.2572], [0.0808, 0.0825, 0.0112], [0.0516, 0.0079, -0.0116], [-0.0160, -0.1139, -0.1250], [-0.0128, 0.0208, -0.1694], [0.0247, -0.0067, 0.2165], [0.3945, 0.0864, 0.0466], [-0.0814, 0.5212, -0.3004], [-0.2628, -0.2891, -0.1032], [0.3530, -0.3075, -0.2994], [-0.0638, 0.0140, 0.0824], [-0.0854, 0.0392, 0.0302], [-0.0045, 0.0443, 0.0302], [0.0232, 0.1003, 0.0442], [0.0545, 0.0024, 0.1055], [0.0230, 0.0706, -0.0725], [-0.0437, 0.1146, -0.0262], [-0.0870, -0.1057, 0.1002], [-0.1074, 0.0182, 0.0609], [0.0694, -0.1114, 0.0250], [0.2323, 0.0388, -0.0340], [-0.0824, -0.0565, -0.0933], [0.0679, -0.0659, -0.0758], [-0.0221, -0.0673, -0.0578], [-0.0403, -0.1969, -0.1940], [0.0612, 0.0517, -0.1594], [-0.0228, 0.0243, 0.0004], [-0.0079, 0.0133, 0.0293], [0.0348, -0.1140, -0.0318], [-0.0301, 0.0681, 0.0425], [-0.0122, 0.0656, -0.0460], [-0.0075, -0.0260, -0.0863], [0.0002, -0.0760, -0.0142], [0.0163, -0.0311, 0.0930], [-0.0305, 0.0088, 0.0696], [0.0660, 0.0454, -0.0629], [-0.0191, -0.0787, -0.0812], [0.0308, 0.0812, 0.0354], [-0.1033, 0.0940, 0.0516]],
  "mulliken_charge": [-1.945, 0.514, 0.037, 0.603, 0.113, -0.728, -0.763, -0.371, -0.539, -0.496, -0.500, -0.971, -0.927, -0.043, -0.560, -0.073, 0.189, -0.352, 0.022, -1.024, -1.009, 0.099, 0.973, -0.257, -0.617, -0.484, -0.798, -0.421, -1.276, -0.374, -0.179, 1.008, 0.390, 0.398, 0.334, 0.352, 0.351, 0.553, 0.313, 0.382, 0.340, 0.275, 0.417, 0.163, 0.477, 0.529, 0.319, 0.575, 0.418, 0.553, 0.340, 0.398, 0.364, 0.384, 0.361, 0.260, 0.383, 0.347, 0.502, 0.194, 0.475]
}

{
  "formula": "C9H7BrOS",
  "method": "wB97M-V/def2-TZVPD",
  "e_lumo_ev": 0.70,
  "spin_multiplicity": 1,
  "smiles": "Br/C=C1/SC=C[C@H]1c1ccco1",
  "homo_energy_ha": -0.305,
  "elements": ["Br", "C", "C", "S", "C", "C", "C", "C", "C", "C", "C", "O", "H", "H", "H", "H", "H", "H", "H"],
  "xyz": [[1.436722, 3.870746, -0.162991], [0.018020, 3.140225, 0.967495], [-0.265154, 1.836992, 0.920844], [-1.436254, 1.144529, 2.061374], [-0.363096, -0.179439, 2.366317], [0.676659, -0.254810, 1.550265], [0.519859, 0.606928, 0.244971], [0.015696, -0.503694, -0.827320], [0.478704, -0.875920, -2.052431], [-0.305218, -2.035994, -2.402480], [-1.139415, -2.250524, -1.372716], [-0.986543, -1.252414, -0.462514], [-0.522755, 3.798977, 1.501636], [-0.417725, -0.873226, 3.296516], [1.538312, -0.863512, 1.515301], [1.503758, 0.867001, -0.000804], [1.334742, -0.435448, -2.655489], [-0.280042, -2.729009, -3.316027], [-1.806271, -3.011407, -1.171945]],
  "forces_ev_per_angstrom": [[-0.9497, -0.2849, 0.6886], [2.2292, -3.0237, -3.0252], [0.5285, -1.1151, -1.2985], [-0.8631, 0.3951, 0.0255], [1.3332, -1.9765, 2.2919], [-0.9431, 1.1106, -1.8905], [-1.4535, -1.3962, 1.8357], [1.4561, 3.7810, 0.3492], [1.3509, 0.2875, -1.0666], [0.4106, -1.2368, -1.6826], [0.9173, 1.5813, -0.5716], [-1.3682, -1.6022, 1.3809], [-1.4022, 2.3054, 1.8287], [-0.3357, 1.5857, -1.6677], [0.4526, -1.0401, 0.6095], [1.1908, 0.8790, -0.9285], [-1.4187, -0.5757, 1.0817], [0.2572, 1.4283, 1.5466], [-1.3922, -1.1028, 0.4928]],
  "mulliken_charge": [-0.188, -0.556, 0.174, -0.192, -0.063, -0.832, -0.112, 0.235, -0.510, -0.183, -0.575, -0.185, 0.511, 0.317, 0.432, 0.575, 0.351, 0.286, 0.518]
}

{
  "formula": "C25H47BBr2ClF9NO9S",
  "method": "wB97M-V/def2-TZVPD",
  "e_lumo_ev": 2.39,
  "de_lowest_kcal_mol": 0.0,
  "total_charge": -1,
  "spin_multiplicity": 1,
  "homo_energy_ha": -0.240,
  "elements": ["C", "C", "O", "N", "C", "C", "C", "C", "B", "Cl", "C", "Br", "C", "C", "Br", "S", "O", "O", "C", "F", "F", "C", "F", "F", "C", "F", "F", "C", "F", "F", "F", "H", "H", "H", "H", "H", "H", "H", "H", "H", "H", "H", "H", "H", "H", "H", "H", "H", "C", "O", "C", "C", "O", "C", "H", "H", "H", "H", "H", "H", "H", "H", "H", "H", "C", "O", "C", "C", "O", "C", "H", "H", "H", "H", "H", "H", "H", "H", "H", "H", "C", "O", "C", "C", "O", "C", "H", "H", "H", "H", "H", "H", "H", "H", "H", "H"],
  "xyz": [[1.208472, -3.362024, -0.799215], [2.435341, -3.192001, 0.060019], [2.653362, -3.898137, 1.012789], [3.348015, -2.182469, -0.344375], [3.010510, -0.835361, 0.175584], [1.729369, -0.249571, -0.436823], [1.856548, 1.167408, -1.012138], [0.827825, 1.437452, -2.123201], [-0.730805, 1.649686, -1.688043], [-1.035398, 1.582024, 0.176591], [-1.390998, 3.048597, -2.216386], [-1.239598, 3.207121, -4.172086], [-0.721953, 4.246303, -1.497460], [-0.201922, 5.407749, -2.325504], [-1.992939, 4.985714, -0.189602], [-1.613250, 0.040154, -2.362253], [-1.646779, 0.011955, -3.806870], [-1.161908, -1.146772, -1.667357], [-3.479977, 0.081625, -2.016566], [-3.970142, 1.211527, -2.556778], [-3.976516, -0.955917, -2.719074], [-4.049832, -0.040603, -0.569613], [-4.204157, 1.179495, -0.040732], [-3.225008, -0.760133, 0.201510], [-5.428979, -0.768730, -0.427844], [-5.780170, -0.640620, 0.867145], [-5.279552, -2.075113, -0.685505], [-6.629846, -0.247033, -1.277648], [-7.780712, -0.488731, -0.627416], [-6.682406, -0.859521, -2.463994], [-6.531708, 1.071874, -1.484692], [0.328987, -2.947464, -0.300593], [1.302665, -2.884513, -1.769714], [1.026363, -4.432455, -0.919395], [4.281868, -2.449410, -0.046746], [2.901725, -0.886239, 1.268035], [3.874032, -0.198464, -0.036741], [1.404543, -0.898782, -1.247905], [0.934620, -0.257570, 0.309347], [2.867583, 1.297263, -1.421985], [1.747645, 1.905635, -0.208003], [1.137398, 2.309669, -2.712236], [0.904530, 0.593782, -2.823518], [-2.464510, 3.098856, -2.057676], [0.091347, 3.863677, -0.878452], [-0.987838, 5.842698, -2.944072], [0.605041, 5.060963, -2.975877], [0.190535, 6.179125, -1.660264], [-1.650961, 6.749496, 6.189790], [-3.007137, 7.066975, 5.942709], [-3.194489, 7.969199, 4.866781], [-3.521513, 7.269383, 3.563730], [-2.458579, 6.462532, 3.105508], [-2.626218, 5.079149, 3.369654], [-1.636798, 5.896987, 6.867076], [-1.125134, 6.483970, 5.270351], [-1.133098, 7.589496, 6.667715], [-2.301254, 8.590346, 4.732452], [-4.027051, 8.627481, 5.133589], [-3.711258, 8.032271, 2.801236], [-4.435648, 6.676184, 3.680430], [-3.368440, 4.640607, 2.695596], [-2.931198, 4.905552, 4.405187], [-1.670258, 4.593778, 3.185241], [-2.117826, -3.849985, 1.048178], [-1.140479, -4.863332, 0.882859], [-0.434127, -5.184790, 2.067195], [-0.931589, -6.467944, 2.694794], [-2.276076, -6.382334, 3.141263], [-3.214518, -6.889326, 2.214780], [-2.725243, -3.833953, 0.144709], [-2.757893, -4.045703, 1.913133], [-1.649221, -2.866991, 1.164476], [-0.504087, -4.363296, 2.788739], [0.621003, -5.299661, 1.802088], [-0.312417, -6.697306, 3.567133], [-0.824695, -7.290877, 1.978204], [-3.186794, -7.985651, 2.187031], [-3.035988, -6.504487, 1.208252], [-4.202280, -6.571968, 2.546530], [5.203812, -3.181287, -2.753370], [6.130294, -2.711799, -1.785105], [7.358737, -3.409986, -1.773771], [8.451032, -2.661505, -2.509688], [8.181840, -2.523561, -3.892321], [7.607295, -1.277106, -4.241196], [4.417694, -2.435706, -2.834965], [5.676696, -3.338847, -3.725708], [4.750271, -4.122517, -2.423380], [7.237102, -4.409328, -2.206452], [7.663788, -3.529760, -0.729082], [9.387852, -3.218765, -2.411236], [8.592983, -1.677198, -2.048722], [8.357084, -0.478587, -4.206440], [6.777731, -1.015840, -3.581157], [7.235629, -1.366729, -5.260486]],
  "forces_ev_per_angstrom": [[-0.1604, -0.1274, 0.0920], [-0.0902, 0.5090, -0.5520], [0.2865, -0.5554, 0.3017], [-0.0702, -0.0044, -0.0233], [-0.0330, 0.0786, -0.0022], [0.1128, 0.0215, -0.1000], [0.0391, 0.0398, 0.0862], [0.0244, -0.1647, 0.0680], [0.1694, 0.1943, 0.0417], [-0.0159, -0.0007, -0.0374], [-0.0496, -0.1035, 0.1360], [-0.0290, -0.0095, -0.1398], [0.1715, -0.0617, -0.0877], [0.0266, 0.0043, 0.0172], [-0.0211, 0.0935, 0.0629], [-0.2872, 0.0834, 0.1190], [0.1014, -0.0965, -0.0871], [0.0977, -0.1333, -0.0025], [0.0179, 0.0173, 0.2970], [-0.1354, 0.2513, -0.1394], [-0.0291, -0.2771, -0.1529], [-0.0331, -0.0826, -0.3301], [0.0797, 0.2182, 0.1435], [0.1510, -0.0742, 0.1609], [-0.0913, 0.0772, -0.1501], [-0.0227, 0.0500, 0.1297], [-0.0182, -0.2058, 0.0226], [-0.0184, 0.1760, -0.2115], [0.2910, 0.0242, -0.2400], [-0.0580, 0.1726, 0.3285], [-0.1456, -0.3066, 0.1183], [0.0744, 0.0007, -0.0519], [0.0372, -0.0286, 0.0379], [-0.0235, 0.0980, 0.0584], [-0.1147, 0.0730, 0.2763], [0.1239, 0.0656, -0.0332], [-0.0823, -0.0322, -0.0413], [-0.0006, 0.0421, 0.0395], [-0.0771, -0.0926, -0.1402], [-0.0819, -0.0428, -0.0158], [0.0595, -0.0386, -0.0556], [-0.0229, 0.0003, 0.1006], [-0.0071, 0.1578, -0.0628], [0.0422, -0.0297, -0.0258], [-0.1238, 0.0830, 0.0453], [0.0696, -0.0399, 0.0221], [-0.0872, 0.0318, 0.0060], [-0.0138, -0.0561, -0.0182], [0.0037, -0.0172, -0.0167], [-0.0295, -0.0347, -0.0098], [0.0405, 0.0378, 0.0357], [-0.0496, -0.0230, -0.0867], [0.0806, 0.0188, 0.0994], [-0.0300, -0.0194, -0.0147], [-0.0058, 0.0171, 0.0168], [0.0067, -0.0051, 0.0092], [0.0019, 0.0123, -0.0217], [-0.0006, 0.0011, 0.0067], [-0.0008, -0.0020, -0.0098], [-0.0239, -0.0011, 0.0043], [0.0093, -0.0026, 0.0085], [-0.0167, -0.0043, 0.0184], [0.0117, -0.0080, 0.0049], [-0.0054, 0.0107, -0.0434], [0.0355, 0.0438, -0.0352], [-0.1504, -0.1265, 0.0292], [0.0924, 0.1045, -0.0525], [-0.0180, -0.0590, -0.0013], [0.0062, 0.0391, 0.0206], [-0.0090, 0.0249, -0.0271], [0.0271, 0.0306, -0.0108], [-0.0082, -0.0076, -0.0035], [-0.0068, 0.0043, 0.0117], [-0.0208, -0.0089, 0.0074], [0.0131, 0.0154, 0.0330], [0.0018, 0.0048, -0.0049], [-0.0021, -0.0067, 0.0064], [0.0220, -0.0004, -0.0124], [-0.0136, -0.0031, 0.0039], [0.0034, -0.0184, 0.0173], [-0.0563, -0.0777, 0.0024], [0.0314, 0.0757, -0.0413], [-0.0414, -0.0492, 0.0323], [0.0400, 0.0501, -0.0040], [-0.0359, -0.0399, -0.0134], [-0.0133, -0.0060, 0.0075], [-0.0066, -0.0084, 0.0238], [0.0519, 0.0473, 0.0134], [0.0071, -0.0096, -0.0152], [0.0007, 0.0065, -0.0044], [0.0081, -0.0174, -0.0039], [-0.0040, -0.0007, 0.0070], [0.0022, 0.0005, -0.0059], [-0.0020, 0.0040, 0.0239], [-0.0036, 0.0054, -0.0090], [0.0246, 0.0025, -0.0065]],
  "mulliken_charge": [-0.853, 0.213, -0.656, 0.247, -1.136, 0.700, -1.032, -1.058, -0.269, -0.322, -0.682, -0.158, 0.706, -1.651, -0.169, 1.086, -0.742, -0.453, 0.359, -0.286, -0.295, 0.520, -0.304, -0.171, 0.547, -0.314, -0.252, 0.618, -0.269, -0.237, -0.231, -0.045, 0.433, 0.524, 0.228, 0.235, 0.540, -0.271, 0.219, 0.556, 0.171, 0.351, 0.630, 0.738, 0.027, 0.393, 0.403, 0.434, -0.692, -0.373, -0.497, -0.524, -0.319, -0.880, 0.243, 0.300, 0.318, 0.314, 0.365, 0.377, 0.340, 0.341, 0.441, 0.235, -0.936, -0.343, -0.228, -0.724, -0.367, -0.664, 0.279, 0.456, 0.387, 0.332, 0.249, 0.387, 0.346, 0.325, 0.262, 0.240, -0.856, -0.232, -0.612, -0.542, -0.380, -0.639, 0.192, 0.514, 0.309, 0.370, 0.368, 0.368, 0.331, 0.319, 0.240, 0.240]
}